1.
Here is a structure of composition C4H6N2 at a distorted geometry from OMol25. Energies are from wB97M-V/def2-TZVPD.

Computed properties:
ΔE to the lowest compared entry with this formula, charge and spin: 437.7 kJ/mol
orbital gap: 7.84 eV
LUMO level: -0.112 eV
total energy: -265.368847 Eh
spin multiplicity: 1
HOMO level: -7.955 eV

XYZ file:
```
12
Properties=species:S:1:pos:R:3:forces:R:3:mulliken_charge:R:1
C 1.543774 -0.438284 -0.546026 0.160 -0.024 -0.123 -1.17
C 0.210771 -0.084714 0.031994 -0.137 -0.037 -0.163 -0.06
C -0.976662 0.324045 -0.696117 -0.067 -0.010 -0.025 -0.10
N -2.055967 0.636195 -0.079543 0.016 0.010 -0.364 -0.68
N -0.944820 0.116272 2.260593 1.061 -0.250 -0.279 -0.50
C -0.166338 -0.067888 1.321686 -0.725 0.227 0.062 0.64
H 1.989585 -1.315393 -0.063339 -0.092 0.142 -0.078 0.32
H 1.417972 -0.683835 -1.605077 0.050 0.013 0.123 0.34
H 2.267298 0.384405 -0.486124 -0.097 -0.125 -0.021 0.25
H -0.870190 0.317296 -1.786399 -0.074 0.056 0.034 0.36
H -2.809509 0.876591 -0.712161 -0.008 -0.006 -0.070 0.23
H 0.399689 -0.069408 2.369475 -0.086 0.002 0.903 0.34
```
Positions in Å, forces in eV/Å.

2.
Here is the ion C16H26N3O5 with charge +1 from OMol25. Energies are from wB97M-V/def2-TZVPD.

Computed properties:
ΔE to the lowest compared entry with this formula, charge and spin: 0.0 kJ/mol
structure (SMILES): O=C(NCC[NH2+]C[C@@H](O)COc1ccc(O)cc1)N1CCOCC1
orbital gap: 8.55 eV
net charge: +1
LUMO level: -2.172 eV
total energy: -1165.550208 Eh
spin multiplicity: 1
HOMO level: -10.721 eV

XYZ file:
```
50
Properties=species:S:1:pos:R:3:forces:R:3:mulliken_charge:R:1
O 1.050555 -0.349569 -1.056550 -0.191 -0.168 0.275 -0.99
C 1.785990 0.551587 -1.501938 0.076 0.191 -0.311 0.92
N 1.295528 1.806754 -1.714404 0.303 0.284 -0.088 -0.08
C 0.051900 2.293275 -1.145316 -0.198 -0.337 -0.050 -0.94
C -1.186702 1.643397 -1.776081 0.177 0.508 -0.089 -0.56
N -1.418355 0.331120 -1.155831 0.381 -0.288 0.506 0.40
C -2.263594 -0.606970 -1.911383 -0.293 -0.543 0.021 -1.01
C -2.671521 -1.749578 -0.958811 -0.520 0.455 -0.082 0.37
O -1.549579 -2.270709 -0.295746 0.274 -0.078 0.190 -0.46
C -3.660777 -1.237630 0.107653 -0.081 -0.590 -0.405 -1.04
O -3.183023 -0.092647 0.793114 0.154 0.109 0.195 -0.65
C -2.876722 -0.216760 2.152566 0.002 0.103 0.217 0.41
C -2.233935 -1.322784 2.681865 -0.098 0.099 -0.251 -0.31
C -1.946186 -1.359841 4.034910 -0.047 0.128 0.216 -0.64
C -2.283709 -0.292514 4.859953 -0.020 -0.088 -0.450 0.80
O -2.021730 -0.284473 6.185411 0.052 0.018 0.326 -0.55
C -2.910406 0.825432 4.309940 0.148 -0.177 0.262 -0.59
C -3.208929 0.860186 2.965137 0.047 -0.206 -0.237 -0.69
N 3.055980 0.289450 -1.841073 0.076 -0.122 0.064 0.01
C 4.091676 1.221141 -2.247174 0.400 0.161 0.154 -0.55
C 5.260448 1.137887 -1.249800 -0.161 0.297 -0.178 -0.59
O 5.755654 -0.169806 -1.154982 0.147 -0.022 -0.067 -0.36
C 4.755754 -1.063059 -0.727296 -0.303 -0.197 -0.115 -0.57
C 3.575973 -1.064989 -1.703080 0.168 -0.332 0.276 -0.61
H 1.902797 2.498547 -2.116280 -0.030 -0.067 0.046 0.19
H 0.018122 3.368641 -1.314509 -0.008 -0.074 0.041 0.45
H 0.034248 2.116045 -0.062852 -0.002 0.121 -0.055 0.36
H -2.060620 2.282005 -1.634615 -0.023 -0.120 0.002 0.45
H -1.019114 1.507886 -2.847452 -0.062 -0.016 0.088 0.40
H -1.882413 0.419179 -0.224399 0.255 0.133 -0.314 0.23
H -0.415603 -0.093990 -1.004640 -0.609 0.199 -0.077 0.33
H -1.702380 -0.993378 -2.766347 0.003 0.119 0.046 0.38
H -3.159516 -0.098698 -2.274450 0.082 0.046 -0.038 0.44
H -3.189989 -2.527261 -1.537910 0.002 0.171 0.055 0.41
H -0.957645 -2.713139 -0.913959 -0.012 -0.017 -0.015 0.34
H -4.592689 -0.948168 -0.390442 0.087 -0.073 0.030 0.43
H -3.874976 -2.046029 0.809643 -0.005 0.068 -0.032 0.45
H -1.944356 -2.145556 2.047173 0.024 -0.062 -0.052 0.42
H -1.451765 -2.226896 4.450044 0.053 -0.078 0.041 0.29
H -1.610061 -1.113300 6.459558 -0.061 0.103 -0.076 0.28
H -3.164637 1.647814 4.957888 -0.046 0.122 0.076 0.43
H -3.705299 1.714923 2.533498 -0.086 0.096 -0.047 0.43
H 3.735825 2.248788 -2.290549 0.025 -0.032 -0.029 0.28
H 4.448478 0.927025 -3.240419 -0.052 0.113 0.046 0.28
H 6.089585 1.759785 -1.589249 -0.097 0.035 0.035 0.36
H 4.920068 1.490169 -0.262954 0.032 -0.001 -0.088 0.33
H 5.218886 -2.048994 -0.688555 -0.090 0.025 0.039 0.35
H 4.402575 -0.785541 0.277376 0.024 -0.041 -0.064 0.32
H 2.779376 -1.712799 -1.340880 0.131 0.039 -0.086 0.34
H 3.916810 -1.405958 -2.685805 -0.030 -0.016 0.050 0.30
```
Positions in Å, forces in eV/Å.